A 2-piece molecular cluster, C6H12NO4P overall at a distorted geometry. Source: OMol25; level of theory: the ωB97M-V functional and the def2-TZVPD basis.

As for the spin multiplicity: 3. The orbital gap (spin up / spin down) comes out at 7.396 / 6.344 eV. The value obtained for the energy above the lowest of the compared OMol25 structures with the same formula, charge and spin is 593.2 kJ/mol. Its total energy is -25375.87420 eV. The LUMO energy (spin up / spin down) is 0.0199 / -0.1251 Eh. The value obtained for the maximum force is 10.1 eV/A.

Each line ends with the natural charge from an NBO analysis.
Element x y z (Å)
C -0.7851 0.7639 -0.3799  -0.27
C -1.6332 1.3288 1.7401  -0.08
C -0.8213 1.8320 0.5987  -0.26
C -1.5344 -0.4463 0.2355  0.36
C 0.7223 -2.2549 -1.1444  -0.83
C 0.5006 1.0426 0.4333  -0.26
N 1.4350 1.8010 -0.3767  0.31
O 1.0436 2.6009 -1.1762  -0.38
O 2.5906 1.5515 -0.2281  -0.15
O -1.6029 -0.0450 1.6117  -0.53
O -2.7642 -0.7263 -0.2495  -0.69
P 1.1521 0.0088 1.7231  0.42
H -0.8718 1.0356 -1.3941  0.26
H 1.6104 -1.6213 -1.3906  0.21
H -1.3376 1.7057 2.7908  0.21
H -2.6905 1.7191 1.5712  0.17
H -0.6384 2.8074 0.2939  0.26
H -0.9099 -1.3506 0.2411  0.19
H 0.8940 -3.1278 -1.6986  0.22
H 0.5907 -2.3561 -0.1567  0.20
H -0.1502 -1.7500 -1.4459  0.20
H -3.2553 0.0876 -0.4271  0.47
H 1.9267 0.9059 2.2893  -0.03
H 2.3045 -0.4357 1.0672  0.00